No. 1
The following is a quantum chemistry calculation of a molecular structure, C3H4S3, from the OMol25 dataset.

Geometry as XYZ:
```
10
Properties=species:S:1:pos:R:3:mulliken_charge:R:1
C 0.288 0.631 0.701 0.338
C -0.372 0.016 -0.411 -0.335
C -0.083 -1.534 -0.363 -0.377
H -0.197 2.697 -0.648 0.158
H -1.504 0.327 -0.537 0.366
H -1.150 -2.231 -0.097 0.296
H 0.738 -1.478 0.546 0.150
S 0.513 2.449 0.631 -0.193
S 1.224 0.038 1.942 -0.324
S 0.543 -0.915 -1.765 -0.079
```

ΔE to the lowest compared entry with this formula, charge and spin   82.8 kcal per mole
Total charge   0
HOMO   -0.317 Eh
Orbital gap   7.5 eV
E_LUMO   -1.17 eV


No. 2
The following is a quantum chemistry calculation of C3H4S3 in the gas phase, from the OMol25 dataset.

Geometry as XYZ:
```
10
Properties=species:S:1:pos:R:3:mulliken_charge:R:1
C -0.007 0.736 0.998 -0.969
C -0.522 -0.510 0.262 0.311
C 0.564 -1.228 -0.374 -0.132
H -1.186 2.111 -0.346 0.156
H -0.883 0.673 1.578 0.351
H 0.918 0.541 1.468 0.524
H 0.066 -2.100 -0.955 0.271
S 0.146 2.033 -0.336 -0.100
S -2.150 -0.857 -0.090 -0.140
S 2.059 -0.877 -0.015 -0.274
```

ΔE to the lowest compared entry with this formula, charge and spin   61.0 kcal per mole
Total charge   0
HOMO   -0.335 Eh
Orbital gap   6.9 eV
E_LUMO   -2.25 eV
SMILES string   S=CC(=S)CS


No. 3
The following is a quantum chemistry calculation of a molecular structure, C3H5BiO4, from the OMol25 dataset.

Geometry as XYZ:
```
13
Properties=species:S:1:pos:R:3:lowdin_spin:R:1
C -2.081 0.152 0.192 0.003
O -0.718 0.481 0.047 0.060
C 0.056 -0.472 -0.683 0.009
O 1.315 0.065 -0.771 0.074
Bi 1.321 2.153 -0.545 0.799
H -2.545 0.948 0.785 0.001
H -2.577 0.103 -0.791 0.000
H -2.190 -0.813 0.712 0.001
H -0.389 -0.616 -1.686 0.000
H 0.062 -1.421 -0.114 0.000
O 2.736 0.950 0.988 0.040
C 2.518 -0.212 0.724 0.008
O 2.491 -1.317 1.141 0.004
```

ΔE to the lowest compared entry with this formula, charge and spin   0.2 kcal per mole
Total charge   +1
<S²>   0.752
HOMO (spin up / spin down)   -0.485 / -0.550 Eh
Orbital gap (spin up / spin down)   6.7 / 8.6 eV
E_LUMO (spin up / spin down)   -6.51 / -6.34 eV
2S+1   2


No. 4
The following is a quantum chemistry calculation of 2 unconnected molecules or ions with the total composition C3H5Br, from the OMol25 dataset.

Geometry as XYZ:
```
9
Properties=species:S:1:pos:R:3:mulliken_charge:R:1
C -2.211 -0.635 -1.231 -0.351
C 0.339 0.766 -0.130 -0.189
C 1.395 0.096 0.642 -0.721
Br -0.105 2.509 0.450 -0.071
H -2.192 -0.991 -0.204 0.159
H -2.739 -1.296 -1.915 0.203
H 1.375 -1.016 0.671 0.271
H 2.292 0.344 0.072 0.314
H 1.847 0.224 1.645 0.385
```

ΔE to the lowest compared entry with this formula, charge and spin   181.8 kcal per mole
Total charge   0
HOMO   -0.303 Eh
Orbital gap   7.4 eV
E_LUMO   -0.81 eV


No. 5
The following is a quantum chemistry calculation of 2 unconnected molecules or ions with the total composition C3H5Br2Cl3, from the OMol25 dataset.

Geometry as XYZ:
```
13
Properties=species:S:1:pos:R:3:mulliken_charge:R:1
Br 12.292 14.709 -13.416 -0.154
C 11.405 16.349 -14.004 -0.477
C 12.375 17.100 -14.874 -0.556
Br 11.631 18.779 -15.490 -0.167
H 11.144 16.888 -13.099 0.351
H 10.513 16.026 -14.525 0.241
H 12.588 16.507 -15.760 0.366
H 13.299 17.306 -14.345 0.403
C 7.823 18.314 -15.290 0.076
Cl 8.534 17.097 -16.354 -0.113
Cl 8.160 17.930 -13.591 -0.111
Cl 6.095 18.454 -15.561 -0.127
H 8.303 19.259 -15.507 0.268
```

ΔE to the lowest compared entry with this formula, charge and spin   0.0 kcal per mole
Total charge   0
HOMO   -0.383 Eh
Orbital gap   10.9 eV
E_LUMO   0.46 eV
SMILES string   ClC(Cl)Cl.BrCCBr


No. 6
The following is a quantum chemistry calculation of 2 unconnected molecules or ions with the total composition C3H5Br2P, from the OMol25 dataset.

Geometry as XYZ:
```
11
Properties=species:S:1:pos:R:3:mulliken_charge:R:1
C 0.629 -0.395 0.117 -0.210
C 0.153 0.607 1.076 -0.638
C -0.710 0.385 -0.177 -0.203
P -0.905 1.718 -1.238 -0.043
Br 2.494 -3.337 -0.268 0.010
Br -2.636 1.021 -2.339 -0.190
H 1.672 -0.318 -0.296 0.273
H 0.493 -1.457 0.237 0.031
H -0.172 0.341 2.046 0.250
H 0.582 1.604 0.975 0.282
H -1.601 -0.170 -0.132 0.438
```

ΔE to the lowest compared entry with this formula, charge and spin   73.3 kcal per mole
Total charge   0
HOMO (spin up / spin down)   -0.364 / -0.281 Eh
Orbital gap (spin up / spin down)   9.0 / 3.8 eV
E_LUMO (spin up / spin down)   -0.92 / -3.84 eV


No. 7
The following is a quantum chemistry calculation of a gas-phase ion, C3H5BrN3 (charge +1), from the OMol25 dataset.

Geometry as XYZ:
```
12
Properties=species:S:1:pos:R:3:mulliken_charge:R:1
C -0.410 -0.760 0.108 -0.038
C -2.825 -0.248 0.224 0.316
C 1.848 -0.031 -0.249 -0.846
N -1.728 -0.599 0.227 0.011
N 0.039 1.376 0.419 -0.829
N 0.432 0.238 0.123 0.562
Br -4.568 0.093 -0.046 0.218
H 0.106 -1.749 0.036 0.266
H 2.444 -0.164 0.579 0.323
H 1.678 -0.919 -0.852 0.364
H 2.151 0.751 -1.007 0.380
H 0.833 2.012 0.438 0.274
```

ΔE to the lowest compared entry with this formula, charge and spin   74.7 kcal per mole
Total charge   +1
HOMO (spin up / spin down)   -0.471 / -0.471 Eh
Orbital gap (spin up / spin down)   8.2 / 8.2 eV
E_LUMO (spin up / spin down)   -4.64 / -4.64 eV


No. 8
The following is a quantum chemistry calculation of a molecular structure, C3H5BrO2S, from the OMol25 dataset.

Geometry as XYZ:
```
12
Properties=species:S:1:pos:R:3:mulliken_charge:R:1
C -0.407 -0.898 -0.489 -0.147
C 2.370 0.748 -0.089 -0.713
C 0.608 -0.091 -0.014 -0.315
O -1.795 -0.324 1.715 -0.517
O -2.925 -1.625 0.019 -0.561
S -1.965 -0.594 0.319 0.889
Br -2.849 1.226 -0.495 -0.110
H -0.539 -1.705 -1.241 0.346
H 1.893 1.618 -0.551 0.279
H 2.581 0.896 1.002 0.290
H 2.877 0.081 -0.738 0.333
H 0.150 0.668 0.563 0.226
```

ΔE to the lowest compared entry with this formula, charge and spin   55.4 kcal per mole
Total charge   0
HOMO   -0.389 Eh
Orbital gap   10.2 eV
E_LUMO   -0.41 eV


No. 9
The following is a quantum chemistry calculation of a molecular structure, C3H5CeLiO3, from the OMol25 dataset.

Geometry as XYZ:
```
13
Properties=species:S:1:pos:R:3:lowdin_spin:R:1
O 0.060 -2.016 -0.183 0.001
C 0.593 -0.742 -0.042 0.001
C -1.358 -2.126 -0.307 0.000
O 1.115 -0.019 -1.000 -0.001
O -0.864 -0.011 0.175 0.012
C -1.840 -0.958 0.545 0.001
H -1.669 -3.092 0.105 0.000
H -1.624 -2.016 -1.368 0.000
H -1.747 -1.110 1.629 0.000
H -2.843 -0.604 0.281 0.000
H 1.410 -0.984 0.674 0.000
Ce -0.016 1.986 -0.973 1.861
Li -1.992 0.970 -1.182 0.125
```

Total charge   +2
<S²>   2.002
HOMO (spin up / spin down)   -0.616 / -0.663 Eh
Orbital gap (spin up / spin down)   7.1 / 8.3 eV
E_LUMO (spin up / spin down)   -9.70 / -9.73 eV
2S+1   3


No. 10
The following is a quantum chemistry calculation of 2 unconnected molecules or ions with the total composition C3H5Cl, from the OMol25 dataset.

Geometry as XYZ:
```
9
Properties=species:S:1:pos:R:3:mulliken_charge:R:1
C 0.451 0.560 0.158 0.301
C -0.381 1.426 0.102 -0.489
C 1.274 -0.638 0.115 -1.087
Cl -3.028 -0.456 -0.335 -0.260
H -1.801 -0.407 -0.813 0.222
H -0.929 2.194 0.514 0.354
H 0.682 -1.470 0.161 0.327
H 1.736 -0.626 -0.801 0.338
H 1.995 -0.584 0.898 0.295
```

ΔE to the lowest compared entry with this formula, charge and spin   36.5 kcal per mole
Total charge   0
HOMO   -0.377 Eh
Orbital gap   11.1 eV
E_LUMO   0.86 eV
SMILES string   C#CC.Cl


| no. | E_tot (eV) |
| --- | --- |
| 1 | -35677.883 |
| 2 | -35678.831 |
| 3 | -17212.776 |
| 4 | -73225.745 |
| 5 | -180844.427 |
| 6 | -152562.765 |
| 7 | -77693.646 |
| 8 | -88160.806 |
| 9 | -22447.172 |
| 10 | -15712.263 |